[1]
Computed, not measured: 3 unconnected molecules or ions with the total composition C16H36F3N3O7S in a non-equilibrium geometry, with wB97M-V/def2-TZVPD.

Properties
Electronic energy (eV): -54957.049
SMILES string: O=C(F)CN(CCF)S(=O)(=O)F.COCCNCCOC.COCCNCCOC
Molecular weight (g mol⁻¹): 471.54
Relative energy (zero: lowest compared OMol25 entry of this formula, charge and spin) (kJ/mol): 273.6

Structure (XYZ):
```
66
Properties=species:S:1:pos:R:3:lowdin_charge:R:1
O -1.01500 -2.07024 -0.54587 -0.006
C -2.30769 -2.49982 -0.54672 -0.098
F -3.39604 -1.66091 0.01746 -0.009
C -2.54777 -3.98666 -1.26740 -0.090
N -1.21649 -4.70470 -1.20260 -0.269
C -0.64032 -4.99806 -2.57136 -0.177
C 1.00160 -5.29443 -2.51614 -0.117
F 1.55490 -5.05189 -3.86868 -0.128
S -1.24839 -6.10654 -0.16144 0.912
O -1.88594 -5.63565 1.20367 -0.343
O -2.09560 -7.29440 -0.68851 -0.316
F 0.34699 -6.66959 0.27478 -0.227
H -2.94689 -3.88086 -2.36255 0.159
H -3.37206 -4.56988 -0.65846 0.150
H -0.74369 -4.02267 -3.25130 0.158
H -1.16902 -5.86309 -3.15650 0.141
H 1.55164 -4.56867 -1.75045 0.149
H 1.16245 -6.43195 -2.21152 0.129
C 0.26927 -2.23767 3.53467 -0.108
O 1.01177 -1.27810 2.79320 -0.197
C 0.19383 -0.51502 1.89810 -0.206
C 0.16852 0.95787 2.33331 -0.193
N -0.58988 1.12596 3.57790 -0.049
C -0.45915 2.46339 4.16444 -0.194
C 0.93286 2.86241 4.69381 -0.217
O 1.35571 2.10136 5.82578 -0.184
C 2.03911 0.89755 5.50504 -0.102
H 0.97308 -2.83746 4.11822 0.089
H -0.41739 -1.74309 4.22665 0.079
H -0.28419 -2.90312 2.86543 0.081
H -0.82129 -0.92486 1.81157 0.108
H 0.66237 -0.58065 0.91014 0.110
H -0.29479 1.55938 1.54292 0.079
H 1.20390 1.28895 2.45866 0.109
H -0.26416 0.44324 4.25924 0.070
H -1.16320 2.50504 5.00434 0.115
H -0.79677 3.20982 3.43590 0.115
H 0.85883 3.89843 5.04407 0.117
H 1.69808 2.86599 3.91005 0.107
H 2.60516 0.97276 4.57198 0.089
H 1.33252 0.06698 5.45596 0.069
H 2.74016 0.67907 6.31574 0.087
C 2.40201 3.44970 -4.55089 -0.115
O 1.15427 4.09207 -4.32207 -0.203
C 0.04716 3.36267 -4.86504 -0.207
C -0.86136 2.86288 -3.73180 -0.207
N -0.20685 1.79831 -2.96320 -0.054
C -0.92394 1.44004 -1.73550 -0.190
C -0.99078 2.50926 -0.62670 -0.209
O 0.27710 2.80900 -0.04190 -0.215
C 1.00808 3.82847 -0.70931 -0.085
H 3.19680 4.11021 -4.19357 0.089
H 2.45970 2.51017 -3.99511 0.078
H 2.55519 3.26625 -5.61855 0.087
H 0.37122 2.53709 -5.51260 0.121
H -0.51978 4.06602 -5.48454 0.118
H -1.79417 2.47897 -4.16036 0.120
H -1.10030 3.71723 -3.09123 0.102
H 0.73159 2.10121 -2.71021 0.072
H -0.41563 0.55969 -1.32384 0.104
H -1.94098 1.12203 -1.99322 0.118
H -1.60042 2.09400 0.18410 0.113
H -1.50423 3.42141 -0.94948 0.112
H 0.35735 4.57414 -1.17536 0.091
H 1.67440 3.38669 -1.45253 0.072
H 1.63654 4.33429 0.02935 0.090
```

---

[2]
Computed, not measured: a molecular structure, C28H34AsNO2S5V, with wB97M-V/def2-TZVPD.

Properties
Electronic energy (eV): -175877.535
Molecular weight (g mol⁻¹): 702.79
2S+1: 4
<S²>: 3.76
Relative energy (zero: lowest compared OMol25 entry of this formula, charge and spin) (kJ/mol): 0.0

Structure (XYZ):
```
72
Properties=species:S:1:pos:R:3:lowdin_spin:R:1
V -1.12027 -0.23442 -0.72142 2.776
C 1.32576 -2.64430 0.76587 -0.002
C 2.05947 -1.79934 -0.27944 0.003
S 1.09082 -1.43158 -1.76393 0.025
C 1.15038 -3.07289 -2.54075 0.010
C -0.02538 -3.39525 -3.45299 0.001
S -1.64162 -3.50074 -2.65195 0.012
C -1.26262 -4.54524 -1.23258 0.001
C -2.52855 -4.77625 -0.40850 0.001
S -3.26773 -3.27368 0.28995 0.009
C -2.57109 -3.21628 1.95524 0.000
C -1.05542 -3.26880 2.04345 0.009
S -0.23906 -1.85719 1.24139 0.023
H 1.96369 -2.74400 1.64596 0.000
H 1.12545 -3.64858 0.39004 0.000
H 2.99130 -2.28513 -0.57793 0.000
H 2.32291 -0.82686 0.14139 0.001
H 1.23224 -3.82206 -1.75598 0.000
H 2.07064 -3.11397 -3.12524 0.001
H 0.19179 -4.33538 -3.96420 0.000
H -0.15010 -2.62746 -4.21856 0.000
H -0.51459 -4.04307 -0.62768 0.000
H -0.86485 -5.50422 -1.57458 0.000
H -2.32098 -5.48049 0.40022 0.000
H -3.30170 -5.22615 -1.03252 0.000
H -2.98451 -4.03377 2.54974 0.000
H -2.94643 -2.27627 2.36225 0.000
H -0.68023 -4.18591 1.59073 0.001
H -0.76340 -3.28444 3.09539 0.000
S -2.46847 0.42871 1.25556 0.017
C -1.85148 1.93019 1.93919 0.008
C -2.63344 2.59758 2.89389 0.001
C -2.19340 3.75927 3.49776 0.000
C -0.94907 4.29845 3.17877 0.001
C -0.16489 3.65382 2.24217 0.000
C -0.60928 2.48900 1.61544 0.004
As 0.52525 1.56958 0.35913 0.018
C 2.11095 1.34142 1.47190 0.002
C 3.37992 1.76794 1.09975 0.000
C 4.47207 1.51940 1.92433 0.000
C 4.30151 0.85004 3.12615 -0.001
C 3.03119 0.43702 3.51095 0.000
C 1.94138 0.68021 2.68875 0.000
C 1.07983 2.89035 -0.93512 0.001
C 0.45473 4.12558 -1.03924 -0.001
C 0.80964 4.99868 -2.05872 0.000
C 1.78334 4.64035 -2.97821 -0.001
C 2.39081 3.39465 -2.89266 0.000
C 2.02970 2.51772 -1.88250 0.000
H -3.59876 2.18207 3.15002 0.000
H -2.82304 4.25031 4.22825 0.000
H -0.59994 5.20411 3.65529 0.000
H 0.81251 4.05383 1.98927 0.000
H 3.52260 2.30599 0.17236 0.000
H 5.45536 1.85983 1.62651 0.000
H 5.15146 0.66180 3.76818 0.000
H 2.88696 -0.06711 4.45781 0.000
H 0.95019 0.36818 2.99864 0.000
H -0.33134 4.40017 -0.34645 0.000
H 0.30875 5.95407 -2.14139 0.000
H 2.05449 5.32090 -3.77407 0.000
H 3.13048 3.09799 -3.62437 0.000
H 2.47419 1.52682 -1.84939 0.000
N -3.14437 -0.55739 -1.70356 0.011
C -3.22452 0.36826 -2.86192 0.004
C -2.09897 1.38626 -2.63580 0.008
O -2.33016 2.56437 -2.48208 0.009
O -0.94629 0.78179 -2.54783 0.040
H -3.39739 -1.50744 -1.95276 0.004
H -3.77698 -0.24957 -0.96548 0.003
H -4.20043 0.84675 -2.94779 0.000
H -3.00100 -0.18819 -3.77412 0.000
```